#A
Below is the molecule C20H23N3O3, with properties calculated with ωB97M-V/def2-TZVPD.

Cartesian coordinates (Å):
O -0.904 2.322 0.189
O 4.527 1.626 -0.963
O 3.170 3.930 -0.519
N -5.039 0.710 -0.342
N -0.715 0.145 0.753
N 2.692 0.334 -0.795
C 3.572 -0.837 -0.808
C 2.854 -2.124 -0.511
C -3.113 0.663 -1.801
C 3.506 -3.171 0.126
C -2.678 1.716 3.114
C 1.529 -2.282 -0.912
C -1.433 1.271 0.510
C -2.919 1.126 0.673
C -5.598 0.903 0.849
C 2.852 -4.373 0.354
C -3.714 0.827 -0.434
C 1.532 -4.530 -0.043
C 0.872 -3.480 -0.667
C 3.315 1.544 -0.885
C 2.440 2.801 -0.925
C 0.860 -1.092 -1.538
C -4.887 1.225 1.992
C 0.733 0.152 0.678
C -3.506 1.344 1.917
C 1.243 0.174 -0.770
H -2.118 2.632 2.918
H -0.224 -1.214 -1.537
H -0.163 -3.592 -0.971
H 1.582 2.714 -0.258
H 4.533 -3.042 0.447
H -1.949 0.938 3.348
H 1.113 -0.729 1.195
H -3.825 0.164 -2.453
H 4.056 -0.904 -1.790
H -1.204 -0.690 1.028
H -2.185 0.090 -1.769
H 0.786 1.027 -1.270
H 1.015 -5.463 0.139
H -3.304 1.872 3.991
H -5.405 1.384 2.929
H -6.678 0.802 0.889
H 3.587 4.334 -1.283
H 1.109 1.038 1.193
H 3.371 -5.184 0.850
H -2.875 1.641 -2.224
H 2.039 2.904 -1.941
H 1.172 -0.974 -2.579
H 4.379 -0.676 -0.093

HOMO (eV): -9.16
Net charge: 0

***

#B
Below is the molecule C20H23N3O3, with properties calculated with ωB97M-V/def2-TZVPD.

Cartesian coordinates (Å):
O -1.405 -1.811 2.385
O 1.736 0.407 -0.019
O -1.256 -2.301 -3.273
N -0.494 -1.791 1.543
N 0.281 -0.723 1.422
N 0.562 -1.634 -2.023
C 0.303 2.003 3.426
C -0.134 -4.972 -1.767
C -0.183 -2.602 -2.741
C 0.116 0.569 3.588
C 0.670 -0.275 0.169
C -1.707 2.510 -1.788
C -0.332 2.892 4.265
C 0.797 2.954 -1.823
C -1.802 3.854 -1.698
C 1.922 -4.053 -3.061
C 0.543 4.300 -1.903
C 0.931 -0.319 2.666
C -0.057 0.629 -2.224
C -0.060 -0.642 -1.152
C -0.747 4.693 -1.844
C -0.607 0.114 4.731
C -0.400 2.045 -1.816
C 0.344 -4.038 -2.928
C -1.040 2.406 5.357
C -1.124 1.092 5.696
H 1.769 0.294 2.561
H 0.510 -4.680 -0.795
H 1.190 5.113 -2.032
H -0.669 0.481 -3.118
H -2.669 1.933 -1.551
H 1.263 -1.183 3.238
H -0.545 -0.976 4.873
H 0.024 -5.985 -2.232
H -1.174 -4.810 -1.462
H -1.069 -0.768 -0.902
H 1.451 -1.944 -1.781
H -1.675 0.797 6.612
H 1.777 2.724 -2.001
H 0.794 2.375 2.544
H 0.988 0.729 -2.628
H 2.441 -3.797 -2.114
H -1.005 5.730 -1.891
H -2.845 4.288 -1.594
H -0.014 3.900 4.259
H 2.172 -5.067 -3.343
H 2.222 -3.293 -3.852
H -1.629 3.117 5.882
H -0.164 -4.284 -3.860

HOMO (eV): -8.64
Net charge: 0

***

Tell me which of them is the least stable. Sure, it is #B.

***

#A
Below is a cluster of 3 separate species, C4H14O2S in total, with properties calculated with ωB97M-V/def2-TZVPD.

Cartesian coordinates (Å):
S 0.454 1.185 2.675
O -2.968 -3.476 -4.030
O -3.576 0.861 0.788
C 2.931 -0.723 -1.606
C 1.783 0.258 0.405
C 0.514 0.961 0.882
C 1.852 0.239 -1.111
H -0.333 0.395 0.535
H 1.757 -0.756 0.765
H 2.680 -1.784 -1.559
H 0.442 1.894 0.325
H 2.138 1.182 -1.562
H -4.233 1.494 1.100
H 1.534 0.439 2.901
H -3.233 -3.091 -3.190
H 3.851 -0.659 -1.009
H 2.619 0.837 0.801
H -4.090 0.067 0.613
H 3.256 -0.572 -2.635
H -2.540 -2.765 -4.522
H 0.910 -0.084 -1.571

HOMO (eV): -8.85
Net charge: 0

***

#B
Below is a cluster of 3 separate species, C4H14O2S in total, with properties calculated with ωB97M-V/def2-TZVPD.

Cartesian coordinates (Å):
S 1.052 2.098 1.662
O -1.606 2.898 -1.535
O -2.062 0.009 2.214
C 1.147 0.293 1.335
C 0.766 -2.134 -1.728
C 0.690 -0.093 -0.068
C 1.074 -1.543 -0.341
H 0.686 -2.198 0.448
H -0.386 0.088 -0.152
H -2.136 3.680 -1.346
H 2.166 -1.556 -0.224
H -0.211 -2.634 -1.692
H -0.284 2.093 1.562
H -2.545 -0.817 2.285
H 2.195 0.058 1.464
H 0.492 -0.133 2.077
H 0.582 -1.348 -2.460
H 1.217 0.534 -0.769
H -2.661 0.673 1.840
H 1.578 -2.740 -2.092
H -1.753 2.773 -2.480

HOMO (eV): -8.44
Net charge: 0

***

Tell me which of them is the least stable. Sure, it is #A.

***

#A
Below is the molecule C8H13N, with properties calculated with ωB97M-V/def2-TZVPD.

Cartesian coordinates (Å):
N 1.197 -2.198 0.711
C 0.056 2.216 0.994
C 0.686 -1.419 -0.392
C 0.009 0.878 0.394
C -1.075 -0.259 -1.461
C -0.744 -1.185 -0.242
C -0.105 0.845 -1.109
C 1.106 0.154 -0.542
C -0.870 -0.265 0.885
H -0.999 -0.589 -2.541
H 0.455 2.252 2.082
H 0.691 2.808 0.336
H 2.182 0.499 -0.465
H 2.180 -2.322 0.650
H 0.995 -1.832 -1.479
H 1.120 -1.696 1.678
H -2.011 0.226 -1.543
H -1.891 0.170 0.930
H -0.099 1.766 -1.694
H -0.993 2.632 1.127
H -0.517 -0.562 1.904
H -1.372 -2.117 -0.221

HOMO (eV): -8.78
Net charge: 0

***

#B
Below is a cluster of 3 separate species, C8H13N in total, with properties calculated with ωB97M-V/def2-TZVPD.

Cartesian coordinates (Å):
N -0.795 -2.112 1.494
C 0.255 1.366 -2.680
C -1.180 0.674 -0.696
C -1.850 1.819 -0.645
C 1.824 -0.042 1.681
C 2.461 -0.474 2.599
C -0.653 -1.516 2.582
C 0.519 -0.817 -1.539
C -0.110 0.355 -1.634
H -1.655 2.642 -1.312
H 0.598 2.290 -2.214
H -0.612 1.601 -3.296
H -1.007 -0.494 2.651
H -0.210 -1.925 3.494
H -1.416 -0.121 0.001
H 1.047 0.986 -3.321
H -2.630 1.979 0.081
H 1.279 0.308 0.858
H 1.317 -1.092 -2.208
H -0.450 -3.071 1.471
H 0.248 -1.537 -0.785
H 3.019 -0.820 3.419

HOMO (eV): -8.72
Net charge: 0

***

#C
Below is the molecule C8H13N, with properties calculated with ωB97M-V/def2-TZVPD.

Cartesian coordinates (Å):
N 0.631 0.162 0.118
C -1.126 -0.710 -1.502
C 0.451 1.907 1.744
C 0.189 -2.218 0.206
C -0.481 -0.880 -0.205
C 1.281 0.644 -1.079
C -1.274 0.099 0.807
C -0.336 1.220 0.630
C 1.098 2.360 2.654
H -0.448 -0.633 -2.355
H 1.123 -2.010 0.997
H 0.512 0.777 -2.020
H 1.865 2.909 3.158
H -1.745 0.344 -1.263
H -0.556 -3.068 0.430
H -2.361 0.169 0.300
H 0.763 -2.391 -0.766
H -0.598 2.009 -0.089
H 2.023 -0.271 -1.173
H 1.924 1.338 -0.731
H -1.813 -1.518 -1.683
H -1.122 -0.239 1.821

HOMO (eV): -9.00
Net charge: 0

***

Tell me which of them is the least stable. Sure, it is #C.